# 1
# C4H5N3O

C4H5N3O in the gas phase at a distorted geometry (ωB97M-V/def2-TZVPD, the OMol25 dataset).

Computed properties:
2S+1: 1
LUMO level: -1.1 eV
Structure (SMILES): CC1=NN=C(N)C1=O

CARTESIAN COORDINATES (ANGSTROEM)
C  2.64549  0.03147  0.05400
C  1.11871  -0.28154  0.10884
N  0.57222  -1.44596  -0.13677
N  -0.86805  -1.38607  -0.06568
C  -1.23193  -0.15153  0.04819
N  -2.46095  0.17536  0.05997
C  0.02349  0.73370  0.01575
O  0.07825  1.95957  -0.13443
H  3.06717  -0.94327  0.10232
H  2.91982  0.46506  0.98183
H  3.14685  0.75196  -0.70910
H  -2.66859  1.18503  0.29861
H  -3.12835  -0.53126  0.03843

---

# 2
# C4H10N2O

C4H10N2O in the gas phase at a distorted geometry (ωB97M-V/def2-TZVPD, the OMol25 dataset).

Computed properties:
2S+1: 1
LUMO level: 0.2 eV

CARTESIAN COORDINATES (ANGSTROEM)
C  0.34678  0.54501  0.43204
C  0.38798  -0.57667  -0.60782
C  -1.04662  -0.89180  -1.07944
C  0.43213  1.97414  0.02527
N  1.10475  -1.67445  -0.04561
N  0.62627  0.15373  1.64801
O  -1.87976  -1.42334  -0.06000
H  -1.96199  -0.77497  0.64844
H  0.44281  -2.38334  0.27096
H  0.92354  -0.14063  -1.46822
H  1.03901  -1.02922  1.45989
H  0.66600  0.83856  2.39081
H  -0.95999  -1.68151  -1.82907
H  -1.51450  -0.01057  -1.54304
H  1.42121  2.38603  0.25747
H  0.28732  2.11493  -1.04985
H  -0.31493  2.57409  0.55017

---

# 3
# C23H32IrO3S4Sb

A molecular structure, C23H32IrO3S4Sb at a distorted geometry (ωB97M-V/def2-TZVPD, the OMol25 dataset).

Computed properties:
Total charge: +1
2S+1: 6
⟨S²⟩: 8.782
LUMO level (alpha / beta): -3.3 / -5.4 eV

CARTESIAN COORDINATES (ANGSTROEM)
Ir  2.72300  -0.98432  -0.17539
S  5.02460  -1.41642  -0.06219
S  5.46760  -3.28592  -0.36759
S  3.31220  -4.53822  -0.62719
S  1.93590  -3.17962  -0.31959
O  2.90330  1.26198  -0.46749
C  1.76410  2.01418  -0.00259
C  0.50650  1.07948  -0.17699
O  -0.59510  1.54168  -0.34199
O  0.75890  -0.17502  -0.11379
C  1.96800  2.39678  1.45591
C  3.05960  3.20668  1.75981
C  3.27440  3.63618  3.05501
C  2.40390  3.25578  4.06431
C  1.32340  2.44188  3.76991
C  1.10920  2.00768  2.47161
C  1.54790  3.25378  -0.83989
C  2.14030  3.38998  -2.08989
C  1.95090  4.54858  -2.82059
C  1.15460  5.56518  -2.31479
C  0.53210  5.41598  -1.08379
C  0.72250  4.26208  -0.34979
H  3.70410  1.72148  -0.17279
H  3.72850  3.53398  0.97411
H  4.12130  4.26878  3.27091
H  2.56430  3.60298  5.07351
H  0.64160  2.14028  4.54991
H  0.25610  1.38808  2.24551
H  2.75670  2.59548  -2.48189
H  2.42610  4.66238  -3.78349
H  1.01610  6.47508  -2.87689
H  -0.09830  6.20198  -0.69549
H  0.23960  4.14308  0.60681
C  -2.17810  -4.63482  1.36331
C  -2.24040  -4.12122  -0.05329
C  -1.60130  -5.07062  -1.03529
Sb  -1.21080  -2.07252  -0.15999
C  -2.50590  -0.71852  1.09791
C  -3.94430  -1.18432  1.04631
C  -1.93730  -0.70792  2.50361
C  -1.49530  -1.43562  -2.29139
C  -0.34450  -1.97432  -3.11719
C  -2.85020  -1.89782  -2.78509
H  -2.71650  -5.58002  1.42731
H  -2.64010  -3.94652  2.06821
H  -1.14810  -4.81692  1.66531
H  -3.26330  -3.88272  -0.34129
H  -0.54150  -5.20252  -0.82299
H  -1.72130  -4.73662  -2.06319
H  -2.07980  -6.04602  -0.95129
H  -2.39990  0.25768  0.62251
H  -4.06150  -2.17212  1.48821
H  -4.32400  -1.20272  0.02661
H  -4.56040  -0.48752  1.61691
H  -2.05030  -1.68282  2.97791
H  -2.45670  0.03008  3.11341
H  -0.87620  -0.45822  2.48971
H  -1.45460  -0.34712  -2.24299
H  -0.33850  -3.06392  -3.12819
H  0.61010  -1.62382  -2.72239
H  -0.43340  -1.62982  -4.14649
H  -2.92900  -2.98322  -2.78729
H  -2.99400  -1.55422  -3.80979
H  -3.65680  -1.48522  -2.18219

---

# 4
# C4H9O2

A gas-phase ion, C4H9O2 (charge -1) at a distorted geometry (ωB97M-V/def2-TZVPD, the OMol25 dataset).

Computed properties:
Total charge: -1
2S+1: 1
LUMO level: 4.0 eV
Structure (SMILES): [O-]CCCCO

CARTESIAN COORDINATES (ANGSTROEM)
O  0.05570  -0.82382  2.53014
C  0.17114  -0.68690  1.22037
C  -1.06427  -0.33585  0.37077
C  -0.75795  -0.30351  -1.19002
C  0.48142  0.42722  -1.63244
O  0.92332  1.65789  -1.03129
H  0.77074  -1.46328  0.64462
H  0.83970  0.22965  0.99593
H  -1.75480  -1.19485  0.39398
H  -1.53022  0.62592  0.61724
H  -1.65431  0.09089  -1.67649
H  -0.71632  -1.37814  -1.35737
H  1.27456  -0.32334  -1.58391
H  0.46638  0.73933  -2.69170
H  0.78222  1.51113  -0.08007

---

# 5
# C24H25BCrF2N2O5P

A molecular structure, C24H25BCrF2N2O5P (ωB97M-V/def2-TZVPD, the OMol25 dataset).

Computed properties:
2S+1: 4
⟨S²⟩: 3.824
LUMO level (alpha / beta): 0.4 / 0.4 eV

CARTESIAN COORDINATES (ANGSTROEM)
Cr  1.73920  -0.09613  -0.32790
O  0.37409  2.68639  -1.03046
C  1.63043  3.22135  -1.39313
C  2.24270  2.35939  -2.47776
N  2.63194  1.01427  -1.99580
C  2.72754  0.06118  -3.13065
C  2.19832  -1.34488  -2.83768
O  2.17939  -2.16249  -3.72959
O  1.73398  -1.52758  -1.63581
C  3.92356  1.05753  -1.24161
C  3.75114  -0.05053  -0.20861
O  4.63192  -0.58935  0.40785
O  1.61020  1.30571  1.04903
H  0.44695  2.40576  -0.10322
H  2.28957  3.29121  -0.52381
H  1.50118  4.23334  -1.78822
H  3.11499  2.85286  -2.92294
H  1.49016  2.23463  -3.25621
H  3.75936  -0.03332  -3.47697
H  2.14685  0.43900  -3.97036
H  3.98450  1.99911  -0.69265
H  4.79702  0.96532  -1.89635
N  1.75032  -1.64845  1.09695
C  0.63426  -1.88933  1.98854
C  0.84009  -2.59244  3.16973
C  -0.22524  -2.85977  4.00950
C  -1.50499  -2.43644  3.66809
C  -1.70213  -1.72689  2.49845
C  -0.63412  -1.42798  1.65131
P  -0.83735  -0.42700  0.13345
C  -2.02896  -1.39710  -0.84286
C  -3.40492  -1.36974  -0.62140
C  -4.24560  -2.18038  -1.36751
C  -3.71984  -3.02368  -2.33797
C  -2.35217  -3.05316  -2.56504
C  -1.50629  -2.24040  -1.82309
C  -1.76993  1.02366  0.70864
C  -1.61745  1.53544  1.99412
C  -2.23448  2.72584  2.35331
C  -3.01034  3.41259  1.43263
C  -3.15891  2.91369  0.14510
C  -2.53427  1.73300  -0.21856
H  1.88425  -2.44402  0.47258
H  2.61220  -1.53048  1.62815
H  1.83868  -2.92529  3.42508
H  -0.05906  -3.40395  4.92972
H  -2.34204  -2.65256  4.31849
H  -2.69542  -1.38046  2.24031
H  -3.82250  -0.70448  0.12447
H  -5.31349  -2.15252  -1.19274
H  -4.37960  -3.65375  -2.92052
H  -1.93841  -3.70292  -3.32501
H  -0.43790  -2.26003  -2.00452
H  -1.01229  1.01107  2.72309
H  -2.10137  3.11569  3.35391
H  -3.49248  4.33971  1.71425
H  -3.75234  3.45205  -0.58233
H  -2.63312  1.36476  -1.23249
F  2.45080  0.32856  3.01703
B  1.89487  1.35805  2.33341
F  1.65656  2.44637  3.08657

---

# 6
# C14H28NO13S2Tl

A molecular structure, C14H28NO13S2Tl at a distorted geometry (ωB97M-V/def2-TZVPD, the OMol25 dataset).

Computed properties:
Total charge: +2
2S+1: 1
LUMO level: -12.9 eV

CARTESIAN COORDINATES (ANGSTROEM)
Tl  -0.73393  -4.61234  -5.06671
N  -1.71951  -2.37920  -0.98431
O  -1.65340  -1.81233  0.09220
O  -2.26163  -3.40725  -1.21959
O  -1.27748  -1.83857  -1.96706
O  2.15791  -2.97054  6.27294
C  1.63251  -1.99877  5.83759
O  1.63570  -0.70113  6.44581
C  0.90789  0.25806  5.68190
C  1.02838  -0.24494  4.30350
C  1.03302  -1.82117  4.41820
H  1.24057  1.28943  5.79894
H  0.01192  0.27498  6.30244
H  1.95669  0.19075  3.93403
H  0.20393  0.06496  3.66137
H  1.71556  -2.22549  3.67071
H  0.00750  -2.18969  4.39375
O  2.90032  -3.57539  -1.71661
C  3.66205  -3.74813  -0.76249
O  4.50007  -2.85961  -0.39320
C  5.26645  -3.21896  0.75755
C  4.79962  -4.64191  1.11033
C  3.49725  -4.80636  0.31059
H  4.78053  -2.56508  1.48172
H  6.34943  -3.10658  0.70623
H  4.46460  -4.83930  2.12861
H  5.61378  -5.30138  0.80975
H  2.61303  -4.50165  0.87042
H  3.34153  -5.81790  -0.06441
O  -7.00182  -1.14300  -4.52994
S  -5.66685  -0.97879  -3.86567
O  -4.52635  -1.66598  -4.45492
O  -5.28704  0.59712  -3.59748
C  -5.20105  1.37084  -4.79511
C  -5.00449  2.83596  -4.54651
C  -5.86829  -1.39319  -2.10344
H  -6.07566  1.27981  -5.43921
H  -4.38723  1.03227  -5.43635
H  -4.21473  3.08020  -3.83607
H  -5.90685  3.27403  -4.11992
H  -4.83311  3.36191  -5.48570
H  -5.06805  -0.89231  -1.55860
H  -5.89042  -2.45748  -1.86919
H  -6.86632  -0.99823  -1.91361
O  2.66828  4.32301  -1.99462
S  1.87018  3.79066  -0.93858
O  2.32576  2.80425  0.01020
O  1.13199  4.99176  -0.06886
C  1.32263  5.05066  1.27917
C  2.64932  5.65496  1.64278
C  0.46004  3.00938  -1.80314
H  1.34417  4.11954  1.84543
H  0.70402  5.82288  1.73644
H  3.43714  5.04696  1.19808
H  2.78599  5.86898  2.70279
H  2.80360  6.56206  1.05842
H  0.84491  2.14291  -2.34092
H  0.15278  3.83404  -2.44626
H  -0.37681  2.78026  -1.14338

---

What did the sixth record say?
# C14H28NO13S2Tl

A molecular structure, C14H28NO13S2Tl at a distorted geometry (ωB97M-V/def2-TZVPD, the OMol25 dataset).

Computed properties:
Total charge: +2
2S+1: 1
LUMO level: -12.9 eV

CARTESIAN COORDINATES (ANGSTROEM)
Tl  -0.73393  -4.61234  -5.06671
N  -1.71951  -2.37920  -0.98431
O  -1.65340  -1.81233  0.09220
O  -2.26163  -3.40725  -1.21959
O  -1.27748  -1.83857  -1.96706
O  2.15791  -2.97054  6.27294
C  1.63251  -1.99877  5.83759
O  1.63570  -0.70113  6.44581
C  0.90789  0.25806  5.68190
C  1.02838  -0.24494  4.30350
C  1.03302  -1.82117  4.41820
H  1.24057  1.28943  5.79894
H  0.01192  0.27498  6.30244
H  1.95669  0.19075  3.93403
H  0.20393  0.06496  3.66137
H  1.71556  -2.22549  3.67071
H  0.00750  -2.18969  4.39375
O  2.90032  -3.57539  -1.71661
C  3.66205  -3.74813  -0.76249
O  4.50007  -2.85961  -0.39320
C  5.26645  -3.21896  0.75755
C  4.79962  -4.64191  1.11033
C  3.49725  -4.80636  0.31059
H  4.78053  -2.56508  1.48172
H  6.34943  -3.10658  0.70623
H  4.46460  -4.83930  2.12861
H  5.61378  -5.30138  0.80975
H  2.61303  -4.50165  0.87042
H  3.34153  -5.81790  -0.06441
O  -7.00182  -1.14300  -4.52994
S  -5.66685  -0.97879  -3.86567
O  -4.52635  -1.66598  -4.45492
O  -5.28704  0.59712  -3.59748
C  -5.20105  1.37084  -4.79511
C  -5.00449  2.83596  -4.54651
C  -5.86829  -1.39319  -2.10344
H  -6.07566  1.27981  -5.43921
H  -4.38723  1.03227  -5.43635
H  -4.21473  3.08020  -3.83607
H  -5.90685  3.27403  -4.11992
H  -4.83311  3.36191  -5.48570
H  -5.06805  -0.89231  -1.55860
H  -5.89042  -2.45748  -1.86919
H  -6.86632  -0.99823  -1.91361
O  2.66828  4.32301  -1.99462
S  1.87018  3.79066  -0.93858
O  2.32576  2.80425  0.01020
O  1.13199  4.99176  -0.06886
C  1.32263  5.05066  1.27917
C  2.64932  5.65496  1.64278
C  0.46004  3.00938  -1.80314
H  1.34417  4.11954  1.84543
H  0.70402  5.82288  1.73644
H  3.43714  5.04696  1.19808
H  2.78599  5.86898  2.70279
H  2.80360  6.56206  1.05842
H  0.84491  2.14291  -2.34092
H  0.15278  3.83404  -2.44626
H  -0.37681  2.78026  -1.14338

---

Question: What is the 2S+1 in the sixth record?
Answer: 1

---

What did the first record say?
# C4H5N3O

C4H5N3O in the gas phase at a distorted geometry (ωB97M-V/def2-TZVPD, the OMol25 dataset).

Computed properties:
2S+1: 1
LUMO level: -1.1 eV
Structure (SMILES): CC1=NN=C(N)C1=O

CARTESIAN COORDINATES (ANGSTROEM)
C  2.64549  0.03147  0.05400
C  1.11871  -0.28154  0.10884
N  0.57222  -1.44596  -0.13677
N  -0.86805  -1.38607  -0.06568
C  -1.23193  -0.15153  0.04819
N  -2.46095  0.17536  0.05997
C  0.02349  0.73370  0.01575
O  0.07825  1.95957  -0.13443
H  3.06717  -0.94327  0.10232
H  2.91982  0.46506  0.98183
H  3.14685  0.75196  -0.70910
H  -2.66859  1.18503  0.29861
H  -3.12835  -0.53126  0.03843